{"formula": "C30H18Br2Cl4DyN4O5S2", "method": "ωB97M-V with the def2-TZVPD basis set", "elements": ["Dy", "Br", "C", "C", "C", "Br", "C", "C", "C", "C", "N", "C", "C", "O", "H", "H", "H", "H", "O", "C", "C", "C", "C", "C", "C", "C", "O", "N", "N", "C", "S", "C", "C", "S", "H", "H", "H", "H", "H", "H", "H", "H", "H", "Cl", "C", "C", "Cl", "C", "Cl", "C", "O", "C", "O", "C", "Cl", "C", "C", "C", "N", "C", "C", "H", "H", "H", "H", "H"], "xyz": [[1.060, -2.762, 22.183], [1.067, -4.454, 27.199], [1.427, -2.699, 26.647], [1.844, -1.762, 27.583], [2.024, -0.415, 27.220], [2.596, 0.736, 28.596], [1.853, -0.091, 25.838], [2.066, 1.228, 25.343], [1.658, 1.532, 24.022], [1.263, 0.507, 23.146], [1.256, -0.811, 23.569], [1.545, -1.061, 24.888], [1.478, -2.464, 25.245], [1.228, -3.341, 24.354], [1.847, -2.095, 28.620], [2.678, 1.907, 25.987], [1.515, 2.552, 23.664], [0.994, 0.722, 22.131], [-2.698, -6.990, 20.931], [-3.429, -6.261, 21.784], [-4.772, -6.695, 22.025], [-5.663, -5.822, 22.625], [-5.201, -4.589, 23.048], [-3.915, -4.158, 22.857], [-2.975, -4.978, 22.264], [-1.654, -4.519, 22.007], [-1.156, -3.492, 22.594], [-0.913, -5.204, 21.119], [0.162, -4.568, 20.656], [0.667, -5.063, 19.481], [-0.439, -5.488, 18.150], [0.844, -5.918, 16.961], [2.247, -5.479, 17.333], [2.337, -5.165, 19.078], [-1.802, -6.393, 20.718], [-5.071, -7.650, 21.646], [-6.704, -6.150, 22.864], [-5.870, -3.894, 23.676], [-3.642, -3.208, 23.309], [0.538, -5.494, 16.021], [0.857, -7.015, 16.925], [2.521, -4.513, 16.824], [3.026, -6.210, 17.120], [1.435, 2.303, 17.211], [1.733, 0.923, 18.167], [3.065, 0.329, 18.113], [4.160, 0.908, 16.923], [3.372, -0.773, 18.974], [4.885, -1.597, 18.819], [2.393, -1.124, 19.896], [2.651, -1.993, 20.852], [1.049, -0.618, 19.854], [0.238, -1.125, 20.750], [0.705, 0.441, 18.958], [-0.928, 1.121, 19.036], [4.916, -6.424, 22.332], [3.687, -6.553, 22.982], [2.854, -5.476, 22.990], [3.195, -4.316, 22.413], [4.342, -4.183, 21.745], [5.252, -5.221, 21.696], [5.588, -7.225, 22.198], [3.419, -7.477, 23.508], [1.909, -5.501, 23.504], [4.506, -3.181, 21.291], [6.090, -5.125, 21.048]], "e_homo_ev": [-4.36, -4.37], "total_charge": -1, "multiplicity": 6, "gap_ev": [6.1, 6.1], "lumo_ev": [1.72, 1.73], "relative_energy_ev": 0.000}